20
Properties=species:S:1:pos:R:3:nbo_charge:R:1 method="wB97M-V/def2-TZVPD" homo_lumo_gap_ha=0.3433 e_above_lowest_ev=1.075 multiplicity=1 homo_ev=-8.951 e_lumo_ev=0.390
O -2.711 -0.089 1.708 -0.93
H 1.306 -2.035 -0.817 0.23
C -0.113 -0.607 -0.292 -0.23
H -1.162 -0.321 -0.416 0.18
O 3.318 1.405 -0.087 -0.98
H 0.584 2.581 0.273 0.19
H 3.525 2.319 -0.233 0.47
H -0.709 2.171 -0.787 0.19
H -1.231 -2.737 0.412 0.11
H 2.408 1.209 0.129 0.50
C 0.292 -1.797 -1.152 -0.52
H -0.039 -0.876 0.765 0.20
N 0.729 0.592 -0.499 -0.65
C -0.075 1.749 -0.008 -0.42
H 0.917 0.757 -1.478 0.36
S -0.598 -3.291 -0.627 -0.05
H -2.728 0.149 2.659 0.47
H -0.577 1.425 0.897 0.21
H 0.171 -1.748 -2.228 0.22
H -3.307 -0.855 1.781 0.47

***

13
Properties=species:S:1:pos:R:3:nbo_charge:R:1 method="wB97M-V/def2-TZVPD" homo_lumo_gap_ha=0.2639 e_above_lowest_ev=2.006 multiplicity=1 charge=-1 homo_ev=-3.643 e_lumo_ev=3.539
O 0.978 2.313 1.070 -0.81
C -0.343 0.385 0.257 -0.17
N -0.433 1.046 -1.082 -0.88
H 0.488 -1.514 1.019 0.20
O -1.150 -1.651 -0.418 -0.76
H -0.417 0.420 -1.857 0.34
O 1.365 0.382 1.933 -0.76
C 0.098 -1.062 0.077 -0.08
H -1.007 -2.381 -0.984 0.45
H 0.195 1.848 -1.209 0.39
C 0.735 1.064 1.142 0.73
H 0.885 -1.247 -0.604 0.15
H -1.393 0.396 0.656 0.20

***

156
Properties=species:S:1:pos:R:3:lowdin_charge:R:1 method="wB97M-V/def2-TZVPD" homo_lumo_gap_ha=0.0380 e_above_lowest_ev=3.891 multiplicity=1 charge=+1 homo_ev=-9.640 e_lumo_ev=-8.606
C -13.843 -24.780 -26.029 -0.02
H -13.659 -10.435 -33.552 0.07
H -12.370 -11.475 -33.150 0.07
H -10.699 -13.935 -25.223 0.10
O -7.616 -15.913 -29.818 -0.29
H -10.694 -11.855 -35.439 0.13
H -13.420 -11.908 -34.447 0.08
C -14.877 -22.748 -30.254 -0.02
H -1.504 -15.886 -33.235 0.09
H -13.495 -25.618 -25.425 0.10
H -13.464 -23.864 -25.575 0.07
H -10.908 -8.924 -33.461 0.08
H -9.752 -11.966 -24.922 0.08
C 2.077 -20.339 -23.877 -0.15
C -13.838 -14.614 -25.153 -0.04
H -15.199 -25.189 -30.331 0.12
H 1.095 -21.537 -22.383 0.12
H -12.742 -14.075 -22.376 0.07
N -12.693 -9.139 -35.606 -0.05
H -15.887 -22.377 -30.425 0.08
H -2.846 -14.251 -37.476 0.06
H -10.296 -11.245 -37.833 0.12
H 0.050 -13.644 -38.397 0.12
H -12.880 -10.813 -25.902 0.12
H -12.151 -10.524 -22.323 0.09
H 1.050 -14.403 -37.079 0.12
H -11.196 -9.100 -38.614 0.12
C 3.249 -21.390 -25.741 -0.02
H -11.636 -12.225 -22.325 0.07
C -0.322 -21.057 -25.552 -0.42
H -0.651 -17.361 -37.891 0.08
C -13.707 -13.710 -22.726 -0.01
C -10.571 -11.302 -25.197 -0.03
C -12.928 -10.622 -24.830 -0.14
C -13.836 -26.151 -28.131 -0.15
H -10.279 -10.252 -25.218 0.09
H -11.442 -26.215 -27.254 0.08
H -1.328 -23.086 -25.516 0.08
H 1.511 -19.473 -23.534 0.11
N 0.954 -20.476 -26.108 -0.09
H -10.859 -6.902 -37.581 0.09
H 4.000 -21.155 -26.495 0.09
H -12.948 -9.551 -24.629 0.13
H -12.172 -11.832 -36.344 0.12
H -1.032 -19.043 -25.286 0.09
H -15.915 -26.018 -27.515 0.11
C -13.561 -13.403 -24.282 -0.43
O -7.394 -17.823 -31.042 -0.27
H -9.834 -9.956 -36.714 0.10
C -11.804 -11.525 -24.282 -0.50
H -14.760 -12.242 -25.826 0.12
H -10.869 -11.456 -26.234 0.08
H -13.987 -14.298 -26.185 0.08
H -14.177 -21.914 -30.310 0.07
C -0.721 -15.224 -33.604 -0.07
H 0.708 -19.441 -27.412 0.11
C -15.652 -24.934 -29.374 -0.14
H -14.834 -14.951 -24.866 0.09
H -15.761 -26.872 -28.993 0.12
H -13.780 -6.913 -37.015 0.08
O -9.519 -17.236 -30.312 -0.29
C -0.415 -12.960 -36.501 -0.19
C -10.676 -10.523 -37.109 -0.18
C -12.240 -8.467 -36.853 -0.51
H -13.414 -22.641 -27.170 0.07
H 1.563 -22.509 -23.802 0.11
H -1.573 -19.775 -26.758 0.08
C 2.261 -20.268 -25.449 -0.43
C -15.306 -26.066 -28.418 -0.20
H -10.328 -10.619 -33.522 0.09
C -12.892 -11.059 -34.012 -0.01
C -0.598 -22.528 -26.102 0.00
H -0.800 -22.094 -23.720 0.11
H 0.233 -23.233 -26.101 0.08
H 0.193 -15.812 -33.680 0.09
C -0.843 -15.330 -37.284 -0.49
N -1.070 -15.631 -35.871 -0.06
C -14.633 -12.331 -24.747 -0.14
O -12.972 -22.655 -28.022 0.01
C -1.199 -14.544 -34.846 -0.50
H 2.700 -22.299 -25.989 0.08
H -14.896 -24.571 -25.839 0.07
H 0.848 -16.648 -37.367 0.09
H -12.442 -7.783 -34.233 0.07
H -13.695 -27.031 -27.505 0.12
H -9.896 -9.325 -34.739 0.07
Cl -8.144 -17.237 -29.995 0.60
H -10.536 -10.929 -22.529 0.09
H -13.056 -15.358 -24.996 0.08
C -10.669 -9.767 -34.110 -0.03
O 0.943 -20.370 -27.469 0.06
H -16.602 -22.341 -28.244 0.08
C -11.880 -10.242 -34.923 -0.45
H -2.834 -15.831 -38.241 0.07
H 2.950 -20.258 -23.230 0.12
H -11.491 -6.630 -36.020 0.08
C -14.324 -10.913 -24.312 -0.21
H -0.533 -14.572 -32.751 0.09
C -11.700 -9.561 -37.764 -0.13
H -2.834 -16.175 -35.904 0.07
H -15.282 -22.109 -27.267 0.08
H -0.527 -20.309 -23.542 0.11
C -11.361 -11.194 -35.993 -0.19
H -15.078 -10.261 -24.752 0.12
N -12.174 -12.904 -24.635 -0.06
C -0.277 -13.328 -35.043 -0.14
C -0.214 -21.230 -24.034 -0.16
H -2.329 -20.254 -25.136 0.10
O -2.045 -16.652 -35.635 0.02
Be -9.893 -21.733 -31.658 0.42
C -2.569 -13.907 -34.552 -0.03
H -15.568 -12.431 -24.196 0.12
C -11.530 -11.264 -22.828 -0.01
H 0.288 -12.182 -36.799 0.11
H -14.590 -10.793 -23.262 0.11
C -13.525 -7.872 -37.466 -0.03
H -10.911 -24.817 -28.114 0.08
C -0.066 -16.441 -37.923 -0.04
N -13.553 -23.836 -28.405 -0.11
H -12.469 -10.249 -38.116 0.12
H -14.600 -23.293 -31.156 0.07
H -13.239 -26.259 -29.037 0.13
O -13.200 -8.175 -34.672 -0.01
H -16.742 -24.953 -29.358 0.13
H -13.479 -7.819 -38.553 0.08
C -14.954 -23.639 -28.910 -0.39
H 0.738 -13.696 -34.890 0.12
H -2.744 -12.834 -34.638 0.09
H -11.273 -24.596 -26.496 0.07
H -2.030 -14.357 -38.949 0.08
H 3.815 -21.635 -24.842 0.09
C -13.211 -24.903 -27.461 -0.45
H -13.970 -12.884 -22.066 0.07
O -7.986 -18.203 -28.979 -0.25
C -15.810 -22.919 -27.769 -0.01
H 0.237 -16.243 -38.951 0.09
C 0.056 -14.097 -37.405 -0.15
H -0.516 -12.520 -34.352 0.13
C -2.231 -14.943 -38.052 0.01
H -14.437 -8.466 -37.405 0.09
C 2.872 -18.829 -25.869 0.01
H -1.439 -12.641 -36.698 0.11
H -14.481 -14.447 -22.515 0.08
C -11.630 -25.148 -27.365 0.00
H -0.898 -22.496 -27.149 0.08
H -10.214 -7.921 -36.317 0.07
H -2.628 -13.940 -33.464 0.08
H 3.207 -18.837 -26.907 0.08
H -3.414 -14.513 -34.879 0.08
C 1.215 -21.532 -23.467 -0.16
C -1.437 -19.969 -25.694 -0.01
H 2.066 -18.096 -25.863 0.07
H -16.332 -23.521 -27.025 0.07
C -11.122 -7.428 -36.664 -0.01
H 3.635 -18.594 -25.127 0.09
O -11.096 -13.839 -24.354 0.00

***

63
Properties=species:S:1:pos:R:3:nbo_charge:R:1 method="wB97M-V/def2-TZVPD" homo_lumo_gap_ha="0.2278 / 0.2657" e_above_lowest_ev=0.819 multiplicity=4 s2=3.793 homo_ev="-6.352 / -7.597" e_lumo_ev="-0.153 / -0.368"
H -2.217 1.222 0.074 0.21
C 2.836 1.978 -0.923 -0.07
Br 1.604 -2.026 -1.042 0.13
H -3.682 -5.300 -0.770 0.24
H 0.466 -6.620 -1.729 0.23
H 1.545 3.662 -0.842 0.20
H 0.294 -1.794 4.311 0.23
H 3.389 4.621 -1.694 0.21
H -2.388 -6.143 0.107 0.22
C 2.864 0.588 -0.987 -0.18
H -0.088 4.272 -2.117 0.20
H -6.183 -2.084 2.431 0.24
H 0.856 -1.927 1.908 0.21
H -2.278 1.284 -1.691 0.22
H 3.372 4.561 0.077 0.21
C -2.191 1.887 -0.789 -0.58
C -0.943 3.604 -2.067 -0.59
C 0.354 -5.749 -1.093 -0.85
C -3.329 -2.127 0.582 0.37
C -4.687 -2.173 0.906 -0.24
H 5.924 3.044 -2.041 0.20
H -1.847 4.207 -2.091 0.21
C 5.015 2.450 -2.092 -0.59
C -2.828 -1.917 3.011 -0.02
Te -1.283 -4.501 -1.767 0.59
C 4.141 2.757 -0.867 -0.07
Cl -4.799 -1.855 4.873 0.00
H -0.832 2.951 1.341 0.21
N -1.111 -2.022 1.272 -0.46
H 5.304 1.404 -2.116 0.20
H 5.096 1.252 0.373 0.20
O -0.647 -0.277 -0.874 -0.81
C -5.125 -2.069 2.215 -0.22
C 3.921 4.271 -0.814 -0.60
H 3.791 0.045 -1.058 0.21
C 1.675 -0.096 -0.969 -0.17
H 0.148 -6.077 -0.078 0.22
C -0.180 -1.941 2.230 0.03
C -0.900 3.591 0.464 -0.59
H -2.868 -6.688 -1.512 0.23
C -0.910 2.725 -0.806 -0.07
C -1.814 -1.834 3.991 -0.16
C -2.737 -5.822 -0.869 -0.84
H 4.343 2.561 1.289 0.21
C 0.395 0.484 -0.889 0.37
C 1.584 2.586 -0.869 -0.14
C 0.375 1.903 -0.850 -0.08
C -4.216 -1.943 3.248 -0.10
V -0.927 -2.101 -0.628 0.95
C -2.414 -2.005 1.662 0.05
H -1.819 4.170 0.531 0.21
C -0.498 -1.853 3.580 -0.25
I -6.038 -2.424 -0.686 0.14
H -0.064 4.285 0.481 0.20
H -2.072 -1.752 5.034 0.23
H 4.496 2.697 -3.014 0.21
H 1.274 -5.173 -1.102 0.23
C 4.907 2.322 0.391 -0.59
H -3.050 2.556 -0.738 0.20
H 5.866 2.833 0.431 0.20
O -2.832 -2.222 -0.603 -0.76
H -0.926 2.968 -2.949 0.21
H 4.886 4.771 -0.790 0.21

***

29
Properties=species:S:1:pos:R:3:nbo_charge:R:1 method="wB97M-V/def2-TZVPD" homo_lumo_gap_ha=0.3162 e_above_lowest_ev=5.831 multiplicity=1 homo_ev=-8.863 e_lumo_ev=-0.257
H -1.414 -3.053 -0.593 0.18
H 1.559 2.310 0.353 0.47
H -0.774 -2.246 -3.249 0.34
C -0.683 -2.680 -1.310 -0.07
H -0.303 4.129 2.311 0.48
O 0.646 4.065 2.207 -0.90
H 0.109 -4.764 -1.393 0.22
H 0.793 2.798 -0.857 0.44
O 0.918 1.856 1.624 -0.99
O -1.449 1.553 1.589 -0.92
H -0.032 1.763 1.688 0.48
H -2.164 -2.200 -2.670 0.34
N -1.345 -2.788 -2.616 -0.81
H 1.009 -3.588 -2.325 0.20
H 1.088 2.763 1.879 0.48
H 0.258 -0.801 -1.660 0.16
H -2.116 2.015 1.082 0.50
H -1.692 0.630 1.519 0.51
C 0.588 0.144 0.755 -0.26
H 0.988 4.075 3.101 0.49
C -0.398 -1.219 -0.897 -0.07
H 1.526 0.162 1.310 0.22
C 0.431 -3.723 -1.411 -0.61
O 1.679 2.623 -0.543 -0.96
H -0.293 0.477 1.304 0.11
H -1.252 -0.545 -0.823 0.14
H 0.750 0.903 -0.010 0.19
H 1.204 -3.485 -0.681 0.22
O 0.371 -1.176 0.317 -0.56

***

49
Properties=species:S:1:pos:R:3:nbo_charge:R:1 method="wB97M-V/def2-TZVPD" homo_lumo_gap_ha=0.2280 multiplicity=1 charge=-1 homo_ev=-4.423 e_lumo_ev=1.781
H -1.257 -6.011 1.512 0.22
H -4.586 0.574 1.702 0.25
H -0.862 3.656 -4.254 0.21
H -1.129 1.936 -3.793 0.28
C -0.030 -4.907 -0.874 -0.83
O 0.374 1.975 -1.417 -1.03
S -1.363 -4.126 0.050 1.28
O 2.075 -1.394 -1.077 -0.60
H -1.719 3.268 -2.723 0.21
N 3.253 -0.977 -1.261 0.72
H 2.584 1.610 3.454 0.23
S 1.439 1.824 1.375 1.28
S -2.294 0.514 2.218 1.27
O 4.207 -1.710 -0.950 -0.55
O -0.879 -2.741 0.198 -1.00
C 1.829 2.301 3.070 -0.84
C -4.019 0.027 2.448 -0.82
C -1.583 -0.863 3.085 -0.86
H 0.033 -4.891 1.870 0.24
H 3.272 3.322 0.812 0.21
H 1.036 5.178 -2.681 0.22
Na -0.034 -0.422 -0.417 0.91
H -0.518 -0.795 3.270 0.26
H 0.081 -5.963 -0.603 0.21
H 0.944 2.322 3.695 0.22
C -0.956 2.947 -3.430 -0.83
O 0.417 0.389 -4.125 -0.54
C 0.632 4.530 -1.898 -0.85
O 3.456 0.123 -1.804 -0.54
H -0.367 4.921 -1.679 0.21
H 1.219 4.501 -0.989 0.23
N -0.577 -0.366 -4.052 0.70
H 2.804 2.187 -0.475 0.29
H -1.753 -1.739 2.446 0.25
C -1.028 -4.943 1.607 -0.85
O -1.097 -0.836 -5.086 -0.54
H -4.284 0.433 3.427 0.22
C 2.971 2.294 0.597 -0.85
H 0.864 -4.333 -0.638 0.28
O -1.962 0.295 0.796 -0.99
H -0.271 -4.918 -1.934 0.25
O -1.114 -0.611 -2.927 -0.59
H 3.743 1.582 0.895 0.25
H -1.607 -4.515 2.421 0.23
H 2.298 3.287 3.027 0.22
H -2.179 -1.067 3.984 0.21
O 1.434 0.331 1.333 -1.01
H -4.111 -1.050 2.362 0.23
S 0.614 2.853 -2.566 1.33

***

120
Properties=species:S:1:pos:R:3:lowdin_charge:R:1 method="wB97M-V/def2-TZVPD" homo_lumo_gap_ha=0.3368 e_above_lowest_ev=10.771 multiplicity=1 homo_ev=-8.884 e_lumo_ev=0.280
H -0.617 7.496 -3.000 0.13
H 0.182 -0.112 -1.053 0.08
C 5.368 -0.864 -7.985 -0.38
H -6.660 1.776 4.928 0.13
C -1.685 -0.297 1.615 -0.30
N 0.765 -7.195 -6.118 -0.21
H -4.038 0.917 -6.843 0.09
C 2.154 9.484 -2.112 -0.03
H 4.700 3.128 6.719 0.08
C 7.313 -1.904 -6.963 -0.06
H -0.876 -4.413 10.590 0.09
O 1.257 6.802 -2.634 -0.02
H -2.176 -0.814 -8.665 0.09
H -7.404 -4.130 4.357 0.13
C 5.536 1.182 5.235 -0.32
N 6.381 2.017 5.940 -0.19
H 9.443 3.807 -1.168 0.09
O 4.322 1.377 5.216 -0.01
C 0.359 -6.723 -7.430 -0.04
H -3.432 -2.214 10.079 0.08
N 5.906 -1.545 -6.979 -0.19
H 8.188 1.907 6.835 0.08
C -4.306 0.319 -7.714 -0.03
H -7.824 3.797 2.186 0.09
H 2.804 8.662 -1.810 0.08
H 0.034 -3.168 11.527 0.08
H 5.219 -2.904 -5.432 0.09
H 10.455 2.769 -0.126 0.09
H -3.934 0.825 -8.605 0.09
H 6.951 3.629 -0.596 0.08
H 0.985 -5.910 -7.796 0.09
C 0.440 7.718 -2.788 -0.31
N -6.592 3.537 3.797 -0.19
H -3.015 -1.702 -0.230 0.08
C 7.877 2.002 5.795 -0.05
N 0.758 9.035 -2.494 -0.17
C -10.411 -5.766 4.374 -0.01
N -9.310 -4.806 4.098 -0.22
H -6.288 2.905 1.919 0.09
H 8.284 1.215 5.160 0.08
H -10.801 -6.050 3.396 0.08
H -0.702 -6.485 -7.510 0.09
O -1.090 -6.419 -5.102 -0.02
H -2.088 -0.714 -6.866 0.09
C -7.150 3.033 2.574 -0.08
C -0.920 -3.437 11.074 -0.03
H 2.087 9.995 -1.152 0.08
H 2.693 -7.290 -6.683 0.09
C -0.113 10.230 -2.734 -0.07
C -6.200 4.986 3.648 -0.04
N 8.423 2.129 -0.371 -0.18
H -5.693 5.225 2.713 0.08
C 5.158 -1.867 -5.762 -0.04
H -5.473 5.335 4.382 0.08
H 6.313 2.042 -1.051 0.08
N -1.453 -0.386 0.269 -0.17
H 7.748 -1.241 -6.216 0.09
H 9.138 3.634 0.555 0.09
H -2.168 -2.327 -7.652 0.09
H 9.729 0.634 0.088 0.14
H 0.584 -7.021 -4.064 0.13
O 0.822 -1.501 9.760 -0.03
O -5.812 3.282 5.983 -0.04
H 6.079 -0.859 -8.826 0.13
H -8.632 -3.255 2.800 0.08
H 0.380 0.671 0.520 0.08
H -5.395 0.337 -7.744 0.08
H -10.335 -3.170 3.226 0.09
H 4.137 -1.534 -5.947 0.08
C 7.184 2.695 -1.107 0.01
H 8.157 2.978 5.398 0.08
N -3.895 -1.101 -7.589 -0.20
C -0.335 0.441 -0.269 -0.07
H 5.468 -1.298 -4.886 0.09
C 9.438 3.095 -0.343 -0.11
O -7.940 -5.636 5.735 -0.04
C 8.695 0.848 -0.224 -0.35
H 2.434 -7.848 -4.985 0.09
H -1.125 9.911 -2.984 0.07
H -2.725 -0.632 -1.575 0.08
H 7.445 -2.938 -6.644 0.09
O 7.854 -0.029 -0.487 -0.02
C 5.777 3.051 6.866 -0.03
O -5.944 -2.011 -7.207 -0.02
H 0.533 -7.592 -8.065 0.09
C -2.459 -1.279 -7.721 -0.05
H -1.048 0.360 2.227 0.14
N -1.279 -2.501 9.979 -0.19
H -7.716 2.110 2.698 0.09
C -2.232 -1.152 -0.754 -0.03
H 1.964 -8.885 -6.350 0.09
C -0.372 -1.654 9.401 -0.30
H -4.162 -3.073 -7.295 0.13
H 0.141 10.925 -3.533 0.08
H -9.644 -4.506 2.169 0.09
H -0.600 1.412 -0.690 0.08
H -11.083 -5.089 4.901 0.09
H 7.310 3.093 -2.114 0.08
H 5.936 2.848 7.925 0.08
O -2.617 -0.982 2.082 -0.04
C -8.127 -4.847 4.777 -0.30
C -2.633 -2.593 9.443 -0.07
C 0.044 -6.917 -5.018 -0.32
H -0.262 10.759 -1.792 0.08
H 6.199 4.019 6.598 0.08
H 2.484 10.220 -2.845 0.08
H -1.704 -3.454 11.830 0.08
C -9.510 -3.856 3.033 -0.07
H -1.579 -1.897 -1.208 0.08
C -4.718 -2.125 -7.354 -0.34
O 4.232 -0.473 -8.033 0.02
H -2.939 -3.635 9.349 0.08
H 6.113 0.415 4.695 0.13
H -0.849 -1.095 8.582 0.13
H -2.709 -2.141 8.454 0.08
H -10.156 -6.595 5.034 0.09
C 2.052 -7.855 -6.006 -0.06
H 7.929 -1.794 -7.856 0.09
H -7.056 5.659 3.684 0.08
C -6.349 2.833 4.932 -0.30

***

14
Properties=species:S:1:pos:R:3:nbo_charge:R:1 method="wB97M-V/def2-TZVPD" homo_lumo_gap_ha="0.3016 / 0.3016" e_above_lowest_ev=6.872 multiplicity=1 homo_ev="-8.519 / -8.519" e_lumo_ev="-0.312 / -0.312"
C 0.609 1.370 0.011 0.05
H 0.848 -1.779 -0.284 0.22
C 1.020 0.138 0.725 -0.33
C 0.279 -1.118 0.231 -0.41
H 1.128 0.293 1.850 0.19
C 1.875 1.072 -0.194 -0.25
P -2.272 0.137 0.370 0.46
H -0.039 -1.701 1.084 0.22
H 2.864 1.385 -0.405 0.23
H -1.466 1.272 -1.875 0.26
C -1.217 0.705 -0.915 -0.40
C -0.941 -0.688 -0.661 -0.48
H -1.325 -1.277 -1.518 0.25
H -1.363 0.191 1.581 -0.01

***

| no. | energy (eV) |
| --- | --- |
| 1 | -19741.36717 |
| 2 | -10841.57002 |
| 3 | -86973.12250 |
| 4 | -155644.80750 |
| 5 | -16178.43501 |
| 6 | -79891.47499 |
| 7 | -67616.92973 |
| 8 | -15616.84408 |